Record 1
ORCA calculation (the ωB97M-V functional and the def2-TZVPD basis) on an isolated ion of composition C6H13N2 and charge +1 in a non-equilibrium geometry.

Summary:
**Calculated total energy**: -9403.2830 eV
**Total charge**: +1
**E_HOMO (spin up / spin down)**: -13.187 / -13.187 eV
**Energy above the lowest of the compared OMol25 structures with the same formula, charge and spin**: 3.5847 eV

Structure (XYZ):
```
21
Properties=species:S:1:pos:R:3:forces:R:3
C -0.134615 0.091981 -0.822223 -1.255 2.702 -0.671
C 1.134537 0.522865 1.590576 0.545 0.201 0.786
C 1.149960 -0.882464 0.883422 3.495 -0.529 2.233
C -0.200729 1.228281 1.544883 1.098 -3.132 -1.622
C -1.413405 0.656411 2.134893 -2.644 -0.636 0.177
C -0.364314 -0.639180 -3.230192 -0.512 -0.133 -2.922
N 0.735125 -0.784121 -0.449446 0.110 -0.877 -2.112
N -0.542181 0.247121 -2.105797 0.963 -1.696 2.369
H 1.398767 0.334049 2.686436 -0.401 0.184 -1.184
H 1.900471 1.244431 1.210992 -0.484 -0.912 0.083
H 2.224955 -1.443837 0.938966 -2.288 1.858 -0.221
H 0.565921 -1.557059 1.464748 -0.929 -0.491 0.360
H -0.121945 2.272554 1.334074 -0.454 0.558 -0.166
H -2.354974 1.069755 1.663746 1.131 -0.089 0.441
H -1.465817 1.016747 3.178999 0.136 0.133 -0.142
H -1.669568 -0.465462 2.223630 1.418 1.558 -0.476
H -1.429311 -0.824223 -3.792488 2.763 0.374 1.437
H 0.113614 -1.606776 -3.007679 -0.543 0.360 0.273
H 0.367406 -0.130977 -3.958745 -1.275 -0.767 0.763
H 1.179364 -1.382916 -1.147682 -0.012 0.048 0.392
H -1.073261 1.032822 -2.341111 -0.864 1.284 0.204
```
Forces are in eV/Å.

---

Record 2
ORCA calculation (the ωB97M-V functional and the def2-TZVPD basis) on C6H13N2 as an isolated structure in a non-equilibrium geometry.

Summary:
**Calculated total energy**: -9400.7645 eV
**Total charge**: +1
**E_HOMO**: -14.004 eV
**Energy above the lowest of the compared OMol25 structures with the same formula, charge and spin**: 6.1031 eV

Structure (XYZ):
```
21
Properties=species:S:1:pos:R:3:forces:R:3
C 1.994649 -0.881546 -0.559899 1.593 -0.908 -1.328
C 0.621104 -1.749210 -0.651564 1.809 1.592 -0.241
C 2.102204 -0.450241 0.953541 1.669 4.368 -2.662
C 0.034479 1.290858 0.614396 -2.076 -2.058 -1.141
C 0.040010 -0.625711 -0.042542 -4.151 3.648 1.096
C -3.311355 0.926676 -0.698876 0.158 5.020 4.283
N -0.616088 0.408169 -0.460752 2.190 -0.861 1.510
N 0.695869 -0.034029 1.189420 -0.684 -0.313 0.830
H 2.800497 -1.584482 -0.791969 0.174 0.298 0.095
H 2.012597 -0.106476 -1.381315 -0.195 -0.602 1.241
H 0.277727 -1.766421 -1.680678 0.060 -0.750 0.030
H 0.668796 -2.611500 -0.024115 -0.035 -0.889 -0.133
H 2.415485 -1.366290 1.325036 0.008 -1.337 2.142
H 2.840353 0.470988 1.221518 -1.629 -2.524 -0.758
H 0.616878 1.975781 0.070130 1.829 0.527 -0.156
H -0.668140 1.872276 1.226242 0.302 -0.766 0.487
H -3.897781 1.981406 -0.651612 0.202 -2.882 0.180
H -3.912243 0.001298 -0.832329 1.004 0.833 0.322
H -2.574469 1.325931 -1.311046 1.050 -0.861 -2.376
H -2.459908 1.224362 0.354339 -3.523 -1.840 -2.356
H 0.319327 -0.301836 2.132077 0.246 0.305 -1.065
```
Forces are in eV/Å.

---

Record 3
ORCA calculation (the ωB97M-V functional and the def2-TZVPD basis) on an isolated ion of composition C6H13N2O and charge +1 in a non-equilibrium geometry.

Summary:
**Calculated total energy**: -11452.7882 eV
**Total charge**: +1
**E_HOMO**: -13.303 eV
**Energy above the lowest of the compared OMol25 structures with the same formula, charge and spin**: 1.9260 eV
**SMILES**: C[C@]1(O)[NH2+][C@H]2CCN[C@H]21

Structure (XYZ):
```
22
Properties=species:S:1:pos:R:3:forces:R:3
C -2.599218 -0.222511 0.586824 0.561 -0.070 0.902
C -1.300081 0.064044 -0.163744 0.150 0.640 0.198
O -1.495197 0.897263 -1.219605 -0.878 -1.286 0.456
N -0.379892 -1.227375 -0.658796 -2.112 -1.483 1.097
C 0.589228 -0.874833 0.423722 0.415 -1.561 1.656
C 1.996915 -0.618752 0.081571 -1.120 2.194 -3.128
C 1.965814 0.848765 -0.431806 1.121 -1.194 -0.864
N 0.812646 1.455735 0.098114 -1.590 1.782 1.318
C -0.036415 0.482548 0.724237 -0.733 -0.422 -1.566
H -3.386373 0.174050 0.009881 -0.922 0.572 -0.926
H -2.573021 0.428528 1.506540 -0.049 -1.076 -0.653
H -2.932383 -1.265792 0.783458 0.908 0.616 0.170
H -0.647781 1.312387 -1.362690 0.941 1.011 -0.160
H -0.129391 -1.044480 -1.590635 1.083 0.860 -1.555
H -0.773832 -2.203803 -0.772282 0.381 1.222 1.043
H 0.651563 -1.616926 1.257519 -1.156 0.417 -0.802
H 2.443364 -1.160645 -0.711393 0.328 -1.233 -0.453
H 2.522695 -0.710486 0.946303 1.819 -0.160 2.363
H 2.907572 1.254783 -0.129550 0.460 0.935 -0.125
H 1.840664 0.861546 -1.515499 0.815 -0.164 -0.262
H 0.836655 2.451358 0.432529 -0.027 -1.856 -0.255
H -0.313540 0.714589 1.705298 -0.393 0.255 1.546
```
Forces are in eV/Å.

---

Record 4
ORCA calculation (the ωB97M-V functional and the def2-TZVPD basis) on a 2-piece molecular cluster, C6H13N2S overall in a non-equilibrium geometry.

Summary:
**Calculated total energy**: -20237.9453 eV
**Total charge**: +1
**E_HOMO**: -13.130 eV
**Energy above the lowest of the compared OMol25 structures with the same formula, charge and spin**: 4.5349 eV

Structure (XYZ):
```
22
Properties=species:S:1:pos:R:3:forces:R:3
C -2.263839 -0.033352 -1.421819 0.462 -0.974 -0.727
C -2.833682 0.992637 -1.362371 -1.076 2.218 1.158
C 0.380955 1.224850 1.274593 0.941 -1.265 1.579
C -0.941021 0.638041 1.816062 -0.285 0.054 -0.034
C 0.673132 -0.167722 0.566875 2.002 0.087 0.336
C 1.174097 -0.365740 -0.899910 -1.777 1.314 -0.885
N 2.544194 -0.081392 -0.993326 1.538 -0.121 0.002
N -0.698902 -0.645591 0.984510 -0.814 1.537 -3.538
S 0.571706 -2.011777 -1.611389 0.834 0.595 0.837
H -1.807250 -0.808011 -1.905738 0.840 -1.900 -0.706
H -3.296319 1.889920 -1.077909 -0.484 0.679 -0.129
H 0.344021 2.197838 0.799435 -0.086 -0.300 -0.613
H 1.053243 1.309316 2.140876 0.120 0.257 -0.551
H -1.041303 0.487521 2.934857 0.169 -0.077 -1.565
H -1.792685 1.198332 1.398582 -0.009 -0.721 0.366
H 1.473189 -0.761900 1.112874 -1.203 0.789 0.021
H 0.750008 0.435231 -1.527032 -0.578 -0.561 0.105
H 3.177259 -0.808388 -0.703466 -0.026 -0.357 0.604
H 2.915015 0.171427 -1.911041 -0.810 0.182 0.206
H -0.641637 -1.577648 1.289850 -0.475 -1.405 1.279
H -1.326461 -0.667627 0.045751 1.111 0.246 2.518
H 1.586280 -2.615965 -0.950265 -0.396 -0.276 -0.263
```
Forces are in eV/Å.

---

Record 5
ORCA calculation (the ωB97M-V functional and the def2-TZVPD basis) on one molecule with the formula C6H13N3.

Summary:
**Calculated total energy**: -10899.1757 eV
**Total charge**: 0
**E_HOMO (spin up / spin down)**: -6.076 / -6.556 eV
**Energy above the lowest of the compared OMol25 structures with the same formula, charge and spin**: 4.2364 eV

Structure (XYZ):
```
22
Properties=species:S:1:pos:R:3:forces:R:3
C -0.711450 -1.341582 -1.171424 0.280 0.446 -0.231
C -2.214225 0.177843 0.277198 0.259 0.001 0.084
C 1.964791 -1.215089 1.437711 -0.063 0.664 0.005
C 0.134761 0.979811 -0.497616 0.157 0.690 -0.042
C -0.841423 -0.152621 -0.275460 -0.190 -0.314 0.141
N 0.845054 1.650928 0.490520 0.091 -0.401 0.291
N -0.367982 1.918779 -1.400022 0.215 -0.818 0.257
C 1.291778 -1.020395 0.097960 -0.162 -0.303 -0.624
N -0.100566 -1.363233 0.131236 -0.501 0.127 0.403
H 0.032596 2.842324 -1.429902 -0.060 -0.217 -0.307
H 0.674123 2.624654 0.738584 -0.253 -0.595 -0.003
H 1.393052 1.045674 1.080369 -0.016 0.615 0.048
H -1.019396 1.609555 -2.102913 0.230 0.285 -0.004
H -1.584557 -1.972274 -1.293956 0.022 0.034 0.008
H -0.053928 -1.266807 -2.033634 0.023 -0.024 0.038
H 1.827852 -1.525711 -0.705002 -0.033 -0.020 -0.040
H -2.142101 0.902646 1.089562 0.002 -0.034 0.084
H -2.862985 0.604268 -0.490152 0.022 -0.063 -0.007
H -2.666528 -0.738376 0.653505 -0.066 0.033 0.021
H 1.427312 -0.678099 2.224022 -0.062 -0.034 0.092
H 1.991584 -2.265864 1.757313 0.047 0.083 -0.197
H 2.982239 -0.816432 1.422099 0.060 -0.155 -0.017
```
Forces are in eV/Å.

---

Record 6
ORCA calculation (the ωB97M-V functional and the def2-TZVPD basis) on a 2-piece molecular cluster, C6H13N3 overall.

Summary:
**Calculated total energy**: -10901.6206 eV
**Total charge**: 0
**E_HOMO**: -9.337 eV
**Energy above the lowest of the compared OMol25 structures with the same formula, charge and spin**: 1.7915 eV
**SMILES**: [H]/N=C(C)\C(C)=N/[H].C=NC

Structure (XYZ):
```
22
Properties=species:S:1:pos:R:3:forces:R:3
H -3.909926 0.694567 -1.023734 0.217 -0.152 0.240
N -3.028944 0.995235 -1.442510 -0.323 0.243 -0.488
C -1.994554 0.661351 -0.799249 -0.169 0.211 0.073
C -0.651865 1.051916 -1.322239 0.025 -0.035 -0.131
C -2.033702 -0.083699 0.501507 -0.258 -0.104 -0.009
C -1.098743 -1.234984 0.656988 0.077 -0.004 0.106
N -2.828282 0.203715 1.440418 -0.283 -0.026 0.595
H -3.432448 1.006579 1.260768 0.188 0.021 -0.301
H -0.115917 1.623007 -0.566551 0.144 0.023 0.069
H -0.064179 0.164322 -1.546157 0.165 -0.045 0.020
H -0.773625 1.649487 -2.221190 -0.010 0.013 -0.013
H -1.226403 -1.930074 -0.171701 0.051 -0.099 -0.107
H -0.066883 -0.883017 0.645229 0.041 -0.070 -0.070
H -1.303308 -1.741189 1.595878 -0.036 -0.022 0.028
C 2.725395 -1.568441 0.476842 0.293 -0.172 0.053
N 2.113359 -0.495796 0.276431 -0.464 -0.103 -0.099
C 2.812761 0.750583 0.280616 0.289 0.246 0.018
H 2.165307 -2.491813 0.468696 -0.113 -0.274 0.014
H 3.802648 -1.639720 0.662124 0.052 0.117 0.000
H 2.667491 1.224016 -0.691158 0.049 0.099 0.034
H 3.886498 0.651899 0.484364 0.000 0.035 -0.005
H 2.355321 1.392056 1.034627 0.067 0.097 -0.027
```
Forces are in eV/Å.

---

Which formula does entry 6 have?
C6H13N3